## 1
H11O6 | wB97M-V/def2-TZVPD

Cartesian coordinates (Å):
O 0.147 -0.974 -0.046
H 0.732 -1.250 -0.755
O -1.718 0.683 -0.874
H -2.048 0.843 0.014
H -0.947 0.043 -0.667
O -0.443 -1.840 2.300
H -0.191 -2.768 2.286
H -0.262 -1.567 1.335
O 0.554 2.022 1.128
H 1.405 1.926 0.686
H 0.218 1.116 1.137
O 2.727 -1.070 1.209
H 2.010 -0.882 0.561
H 2.158 -1.393 1.922
O -1.274 2.071 -3.467
H -1.213 1.461 -2.709
H -1.856 1.579 -4.061

Its molar mass is 107.08 g mol⁻¹. Its charge is -1. The HOMO-LUMO gap comes out at 0.3485 Eh. Its HOMO energy is -5.617 eV.

Results of the Mulliken charge analysis, in e, for atoms 1 through 6:
1 O -1.02
2 H 0.13
3 O -0.71
4 H 0.25
5 H 0.42
6 O -0.72

=====

## 2
H11O6 | wB97M-V/def2-TZVPD

Cartesian coordinates (Å):
O 0.521 1.342 1.428
H 0.340 1.569 2.378
O 0.171 3.149 -0.383
H 0.166 2.362 0.333
H 0.362 4.011 0.050
O -1.539 0.024 0.635
H -2.151 0.775 0.516
H -0.772 0.447 1.139
O 1.745 -0.862 0.715
H 2.683 -0.684 0.860
H 1.447 -0.037 1.039
O -2.039 -2.168 -0.801
H -1.885 -1.296 -0.357
H -2.423 -2.718 -0.164
O 1.184 -1.634 -1.965
H 0.389 -2.141 -1.608
H 1.501 -1.089 -1.214

Its molar mass is 107.08 g mol⁻¹. Its charge is -1. The HOMO-LUMO gap comes out at 0.3495 Eh. Its HOMO energy is -5.512 eV.

Results of the Mulliken charge analysis, in e, for atoms 1 through 6:
1 O -1.12
2 H 0.17
3 O -0.74
4 H 0.44
5 H 0.25
6 O -0.77

=====

Most stable one: 1, least stable one: 2.

=====

## 1
C6H14NO | wB97M-V/def2-TZVPD

Cartesian coordinates (Å):
C 2.790 1.285 0.212
C 1.498 1.876 0.793
C 0.353 1.849 -0.237
C -0.427 0.561 -0.247
C -0.142 -0.328 -1.185
N -0.894 -1.534 -1.393
C -2.066 -1.781 -0.975
H 3.358 0.657 0.909
H 3.493 2.051 -0.072
H 2.580 0.587 -0.593
H 1.690 2.925 0.924
H 1.193 1.563 1.790
H 0.669 2.103 -1.247
H -0.326 2.637 0.008
H -1.271 0.435 0.420
H 0.668 -0.195 -1.887
H -0.404 -2.269 -1.854
H -2.713 -1.062 -0.493
H -2.547 -2.737 -1.098
H -3.275 -2.983 2.216
H -1.736 -3.031 2.220
O -2.489 -2.608 1.790

Its molar mass is 116.18 g mol⁻¹. Its charge is +1. The HOMO-LUMO gap comes out at 0.3393 Eh. Its HOMO energy is -14.086 eV.

Results of the Mulliken charge analysis, in e, for atoms 1 through 6:
1 C -1.02
2 C -0.31
3 C -1.16
4 C -0.13
5 C -0.12
6 N 0.04

=====

## 2
C6H14NO | wB97M-V/def2-TZVPD

Cartesian coordinates (Å):
C -0.212 -1.174 -0.021
C -0.876 -2.363 1.925
C 1.459 1.255 -0.441
C -1.018 1.724 -0.384
C 0.197 -1.472 1.285
C 0.077 0.962 -0.871
N -0.088 0.505 -2.234
O -0.746 -1.661 -0.953
H -0.502 -3.043 2.815
H -1.157 -3.100 1.084
H -1.729 -1.905 2.357
H 2.013 0.721 -1.227
H 1.662 0.988 0.606
H 1.641 2.313 -0.639
H -0.954 2.162 0.560
H -1.421 2.418 -1.126
H -1.823 0.933 -0.188
H 0.474 -0.518 1.876
H 1.090 -2.078 1.180
H -0.450 -0.654 -2.036
H 0.752 0.552 -2.830
H -0.889 0.966 -2.581

Its molar mass is 116.18 g mol⁻¹. Its charge is +1. The HOMO-LUMO gap (alpha / beta) comes out at 0.3363 / 0.3363 Eh. Its HOMO energy (alpha / beta) is -12.269 / -12.270 eV.

Results of the Mulliken charge analysis, in e, for atoms 1 through 6:
1 C 0.52
2 C -1.15
3 C -1.20
4 C -1.38
5 C -0.05
6 C 0.37

=====

Most stable one: 1, least stable one: 2.

=====

## 1
C6H14NO | wB97M-V/def2-TZVPD

Cartesian coordinates (Å):
C -0.230 0.493 -2.089
C 0.345 -0.312 -0.996
C 0.520 1.572 -2.829
C 0.013 0.687 2.474
C -0.487 -1.834 2.494
C -0.855 -0.458 2.149
N 0.207 -0.897 -2.354
O -2.010 -0.281 1.583
H -1.309 0.612 -2.121
H 1.389 -0.101 -0.759
H 0.144 1.691 -3.843
H 1.585 1.349 -2.868
H 0.395 2.520 -2.309
H 0.927 0.371 2.965
H -0.509 1.390 3.128
H 0.273 1.232 1.566
H -1.113 -2.543 1.964
H 0.567 -2.015 2.288
H -0.626 -1.992 3.569
H -0.502 -1.611 -2.496
H 1.015 -1.021 -2.963
H -2.222 0.645 1.381

Its molar mass is 116.18 g mol⁻¹. Its charge is +1. The HOMO-LUMO gap comes out at 0.2227 Eh. Its HOMO energy is -10.670 eV.

Results of the Mulliken charge analysis, in e, for atoms 1 through 6:
1 C 0.29
2 C -0.67
3 C -1.28
4 C -1.18
5 C -1.28
6 C 1.09

=====

## 2
C6H14NO | wB97M-V/def2-TZVPD

Cartesian coordinates (Å):
C 1.200 -0.962 -2.127
C 1.024 -1.476 -0.669
C -0.366 -1.236 -0.049
C -0.661 1.381 2.775
O -1.277 2.342 1.863
C -0.209 0.248 1.812
C -0.502 0.191 0.459
N 0.262 0.418 -2.332
H 0.892 -1.683 -2.939
H 2.302 -0.664 -2.247
H 1.220 -2.502 -0.690
H 1.829 -1.046 -0.052
H -0.636 -2.002 0.680
H -1.278 -1.462 -0.746
H 0.210 1.715 3.339
H -1.527 1.133 3.427
H -1.492 3.240 2.289
H 0.058 -0.710 2.288
H -1.042 0.946 -0.067
H -0.684 0.096 -2.098
H 0.276 0.921 -3.278
H 0.400 1.114 -1.639

Its molar mass is 116.18 g mol⁻¹. Its charge is +1. The HOMO-LUMO gap comes out at 0.3499 Eh. Its HOMO energy is -12.862 eV.

Results of the Mulliken charge analysis, in e, for atoms 1 through 6:
1 C -0.51
2 C -0.37
3 C -1.33
4 C -0.36
5 O -0.55
6 C -0.76

=====

Most stable one: 2, least stable one: 1.

=====

## 1
ClFH2 | wB97M-V/def2-TZVPD

Cartesian coordinates (Å):
H -0.335 -0.166 -1.204
H -0.203 0.053 1.277
F -0.081 0.811 1.804
Cl 0.619 -0.697 -1.877

Its molar mass is 56.47 g mol⁻¹. The HOMO-LUMO gap comes out at 0.4655 Eh. Its HOMO energy is -12.165 eV.

Atom-resolved charges from Mulliken, all expressed in e:
1 H 0.22
2 H 0.38
3 F -0.38
4 Cl -0.22

=====

## 2
ClFH2 | wB97M-V/def2-TZVPD

Cartesian coordinates (Å):
H -1.418 0.945 -0.051
H 1.890 -0.364 0.282
F 1.072 -0.251 -0.145
Cl -1.544 -0.330 -0.086

Its molar mass is 56.47 g mol⁻¹. The HOMO-LUMO gap comes out at 0.4420 Eh. Its HOMO energy is -11.136 eV.

Atom-resolved charges from Mulliken, all expressed in e:
1 H 0.23
2 H 0.36
3 F -0.34
4 Cl -0.26

=====

Most stable one: 1, least stable one: 2.

=====

## 1
H18O9Sr | wB97M-V/def2-TZVPD

Cartesian coordinates (Å):
Sr 0.212 -0.201 0.087
O 2.479 0.397 3.517
H 2.085 0.778 4.302
H 3.390 0.232 3.762
O -0.702 3.605 1.546
H -0.482 4.425 1.987
H -1.570 3.758 1.173
O 1.341 -3.763 1.670
H 1.186 -3.916 2.602
H 1.678 -4.598 1.343
O 0.165 1.744 -3.602
H -0.054 1.579 -4.519
H 0.180 2.699 -3.527
O -3.724 1.794 -1.309
H -4.577 1.977 -0.916
H -3.739 2.260 -2.145
O 2.047 -2.808 -3.111
H 2.631 -3.565 -3.154
H 2.226 -2.320 -3.914
O -2.911 -2.846 -1.114
H -2.390 -2.956 -1.909
H -3.259 -3.719 -0.932
O -2.386 -0.644 3.137
H -3.292 -0.940 3.226
H -2.282 0.018 3.820
O 3.545 2.260 -0.577
H 4.338 1.892 -0.188
H 3.865 2.857 -1.254

Its molar mass is 249.76 g mol⁻¹. Its charge is +2. The HOMO-LUMO gap comes out at 0.3139 Eh. Its HOMO energy is -16.842 eV.

Results of the Mulliken charge analysis, in e, for atoms 1 through 6:
1 Sr 1.79
2 O -0.61
3 H 0.32
4 H 0.31
5 O -0.60
6 H 0.31

=====

## 2
H18O9Sr | wB97M-V/def2-TZVPD

Cartesian coordinates (Å):
Sr 3.897 -22.123 -7.640
O 2.652 -20.150 -6.529
H 2.904 -19.268 -6.803
H 2.069 -20.012 -5.782
O 1.951 -21.193 -9.253
H 1.425 -21.679 -9.888
H 2.290 -20.445 -9.745
O 3.999 -22.799 -4.997
H 4.205 -22.323 -4.193
H 3.272 -23.374 -4.756
O 4.984 -20.244 -9.245
H 4.725 -19.416 -9.650
H 5.481 -20.698 -9.925
O 5.722 -23.287 -9.072
H 5.088 -23.755 -9.616
H 6.565 -23.447 -9.495
O 4.112 -24.751 -7.214
H 3.741 -24.826 -6.335
H 4.451 -25.625 -7.407
O 5.425 -20.654 -6.290
H 6.099 -20.089 -6.667
H 5.499 -20.519 -5.345
O 1.477 -22.829 -6.588
H 0.856 -22.362 -6.029
H 0.984 -23.579 -6.920
O 2.851 -23.938 -9.671
H 2.023 -24.142 -9.236
H 2.894 -24.552 -10.404

Its molar mass is 249.76 g mol⁻¹. Its charge is +2. The HOMO-LUMO gap comes out at 0.4517 Eh. Its HOMO energy is -18.399 eV.

Results of the Mulliken charge analysis, in e, for atoms 1 through 6:
1 Sr 1.63
2 O -0.43
3 H 0.24
4 H 0.23
5 O -0.52
6 H 0.27

=====

Most stable one: 2, least stable one: 1.